# 1
Here is a molecular structure, C39H54IrN8O3PSSbSe4 at a distorted geometry from the Open Molecules 2025 dataset. Energies are from ωB97M-V/def2-TZVPD.

XYZ file:
```
112
Properties=species:S:1:pos:R:3:forces:R:3
Ir -0.277 -1.182 0.388 5.33 1.03 -2.51
Se 3.100 -5.069 3.466 -0.51 -0.24 -0.53
Sb 1.859 -2.976 3.782 2.24 -1.08 1.75
Se -2.110 -1.361 1.598 -4.44 0.47 0.94
Se 0.084 -2.094 2.399 1.01 -1.83 3.51
Se 3.671 -1.731 4.852 -0.36 0.62 -0.18
O 2.291 0.151 -0.375 0.28 -0.35 -0.22
N 2.454 1.179 0.518 0.07 0.38 -0.27
C 2.327 2.350 -0.204 0.00 0.21 0.03
C 2.594 3.640 0.315 -0.02 -0.12 -0.14
N 2.777 4.756 0.563 0.05 -0.01 0.08
C 1.860 2.323 -1.539 -0.09 -0.26 0.18
N 1.436 2.296 -2.617 0.15 0.20 -0.04
O -0.180 -1.000 -1.716 -1.18 0.43 -0.49
P -1.600 -0.719 -2.153 -0.38 0.78 -1.12
N -2.216 0.717 -1.664 0.37 0.10 0.40
C -3.349 1.426 -2.238 -0.26 -0.09 -0.09
C -2.903 2.889 -2.237 0.13 -0.08 -0.01
C -2.037 3.012 -0.972 0.01 -0.22 -0.17
C -1.601 1.566 -0.627 -0.23 0.52 0.12
N -2.620 -1.984 -1.906 -0.11 -0.19 -0.22
C -2.212 -3.349 -1.567 0.28 -0.32 0.27
C -3.512 -4.143 -1.651 0.01 -0.01 -0.17
C -4.245 -3.454 -2.802 0.16 0.10 0.04
C -3.966 -1.982 -2.501 -0.29 0.14 0.12
N -1.642 -0.493 -3.828 0.61 -0.26 0.10
C -0.697 0.570 -4.252 -0.08 0.02 -0.24
C -0.558 0.334 -5.747 -0.07 -0.12 0.10
C -0.521 -1.199 -5.851 -0.12 0.10 0.03
C -1.280 -1.701 -4.605 -0.13 -0.07 -0.07
H -4.241 1.307 -1.609 0.06 -0.05 0.09
H -3.592 1.040 -3.229 0.10 0.05 -0.04
H -3.759 3.565 -2.238 0.03 0.05 -0.03
H -2.297 3.087 -3.123 -0.04 0.06 -0.02
H -2.620 3.420 -0.146 0.01 0.02 0.01
H -1.168 3.652 -1.119 -0.04 0.04 -0.07
H -1.995 1.350 0.365 0.15 -0.37 0.00
H -0.523 1.448 -0.613 -0.01 -0.04 0.04
H -1.766 -3.423 -0.574 -0.04 0.24 0.05
H -1.460 -3.742 -2.263 -0.10 0.04 -0.12
H -4.084 -4.029 -0.727 0.05 0.05 0.03
H -3.323 -5.205 -1.809 -0.03 0.00 -0.04
H -5.314 -3.663 -2.844 0.00 -0.04 0.00
H -3.787 -3.737 -3.753 -0.05 -0.03 -0.02
H -4.702 -1.612 -1.781 0.08 0.03 0.07
H -4.014 -1.326 -3.373 0.09 -0.12 -0.10
H 0.275 0.470 -3.763 -0.04 0.02 0.05
H -1.092 1.553 -4.007 0.03 0.00 0.02
H 0.338 0.808 -6.145 -0.02 0.01 -0.05
H -1.433 0.729 -6.268 0.02 0.01 -0.03
H 0.508 -1.560 -5.834 0.01 0.00 0.00
H -0.991 -1.555 -6.769 0.08 -0.04 -0.03
H -0.644 -2.382 -4.030 0.02 0.02 0.01
H -2.187 -2.246 -4.876 -0.01 -0.01 0.03
C 2.463 -2.055 -2.154 0.19 -0.12 -0.05
C 2.819 -2.203 -0.669 -0.08 0.58 -0.07
C 2.459 -3.615 -0.170 -0.05 0.09 -0.14
C 2.024 -1.160 0.165 -1.61 0.10 0.17
C 4.282 -1.830 -0.392 -0.18 -0.06 -0.08
C 4.853 -2.129 0.847 0.30 0.02 0.05
C 6.102 -1.637 1.201 -0.30 -0.10 0.00
C 6.831 -0.870 0.304 0.14 0.06 0.00
C 6.291 -0.592 -0.942 -0.16 -0.03 -0.04
C 5.015 -1.040 -1.273 0.23 -0.03 0.04
H 1.498 -2.515 -2.355 -0.01 0.03 0.06
H 3.216 -2.552 -2.776 0.00 -0.01 0.02
H 2.397 -1.005 -2.442 0.01 -0.04 -0.09
H 2.201 -4.257 -1.017 0.09 -0.02 0.00
H 1.581 -3.567 0.474 -0.01 -0.12 0.04
H 3.255 -4.095 0.392 -0.01 -0.01 0.04
H 2.425 -1.203 1.175 0.04 -0.06 -0.01
H 4.348 -2.743 1.586 -0.20 0.06 -0.07
H 6.441 -1.844 2.209 0.21 0.03 -0.07
H 7.803 -0.473 0.574 0.00 -0.04 0.02
H 6.842 -0.004 -1.667 0.03 0.07 0.08
H 4.600 -0.742 -2.226 -0.05 -0.07 0.01
C -5.855 -2.574 2.702 -0.08 -0.20 -0.05
N -6.113 -1.175 2.458 0.31 0.51 0.09
C -7.054 -0.423 3.157 -0.13 -0.49 0.00
C -6.670 0.856 3.192 0.16 0.39 0.07
N -5.453 0.999 2.508 -0.24 -0.41 0.24
C -5.009 -0.316 2.200 0.16 -0.21 -0.52
S -4.055 -0.599 0.747 -0.75 0.46 -0.30
H -6.723 -3.178 2.428 -0.07 0.05 0.11
H -5.570 -2.774 3.741 -0.04 0.04 0.02
H -5.029 -2.889 2.066 0.02 0.09 -0.02
H -7.950 -0.886 3.537 -0.04 0.09 -0.01
H -7.180 1.717 3.590 -0.06 -0.06 0.04
H -4.761 1.618 2.906 0.03 0.06 -0.15
C 3.384 5.708 4.894 0.01 -0.06 -0.11
C 2.910 4.476 4.168 -0.02 0.02 0.11
C 3.809 3.505 3.763 0.08 -0.11 0.05
C 3.411 2.369 3.068 -0.12 0.14 0.01
C 4.481 1.360 2.732 -0.03 -0.02 -0.06
C 2.052 2.219 2.740 0.03 0.02 -0.11
C 1.638 1.032 1.875 -0.44 -0.44 0.18
O 0.375 0.920 1.522 -0.57 -0.16 -0.40
C 1.115 3.151 3.211 -0.07 -0.02 -0.04
C -0.379 3.005 3.024 0.00 0.07 0.00
C 1.566 4.270 3.903 0.02 -0.06 0.03
H 4.207 5.464 5.568 0.00 0.05 0.02
H 2.578 6.159 5.475 0.01 0.01 0.01
H 3.745 6.454 4.181 0.00 0.02 0.03
H 4.863 3.618 4.004 -0.01 0.03 -0.02
H 5.417 1.877 2.506 0.00 -0.03 0.02
H 4.240 0.726 1.885 0.01 0.03 -0.04
H 4.639 0.690 3.578 0.00 0.01 0.06
H 2.006 0.118 2.361 0.51 0.09 -0.13
H -0.665 3.196 1.990 -0.03 -0.08 0.00
H -0.909 3.715 3.666 0.11 0.07 0.01
H -0.701 1.997 3.271 -0.06 0.00 -0.09
H 0.839 5.001 4.242 0.00 -0.02 0.02
```
Forces are in eV/Å.

Its net charge is -2. Its gap between HOMO and LUMO (alpha / beta) is 5.2 / 5.2 eV. As for the spin multiplicity: 6. The molar mass is 1375.77 g/mol. The lowest unoccupied orbital energy (alpha / beta) comes out at 3.64 / 3.47 eV. Its expectation value of S² is 8.792.

# 2
Here is 4 unconnected molecules or ions with the total composition C39H54N4O9PS at a distorted geometry from the Open Molecules 2025 dataset. Energies are from ωB97M-V/def2-TZVPD.

XYZ file:
```
108
Properties=species:S:1:pos:R:3:forces:R:3
C -2.507 -4.649 3.882 -0.41 0.04 -0.47
C -3.642 -3.677 3.723 0.35 -0.42 -0.43
O -4.454 -3.469 4.558 -0.68 0.43 0.87
O -3.664 -3.029 2.515 0.89 0.25 -0.41
C -3.575 -1.614 2.636 -0.63 0.11 0.57
C -2.191 -1.093 3.042 -0.38 0.40 0.21
C -1.927 0.246 2.353 0.58 -0.36 -0.34
C -1.177 0.128 0.982 -0.29 0.75 1.23
O -1.336 -1.145 0.422 0.08 0.09 -0.72
C 0.277 0.498 1.267 0.19 -0.51 0.01
N 1.142 0.720 0.028 -0.15 -0.55 0.31
C 1.984 -0.472 -0.197 0.47 -0.54 -0.13
C 1.486 -1.614 -0.800 0.10 0.20 0.13
C 2.341 -2.705 -0.925 0.18 -0.47 -0.18
N 3.637 -2.756 -0.558 -1.31 1.22 0.18
C 4.055 -1.619 0.011 0.73 -0.30 0.06
C 3.299 -0.474 0.235 -0.37 0.02 -0.04
C 0.441 1.187 -1.255 0.06 0.61 -0.51
C 1.225 2.398 -1.766 0.30 -0.25 0.18
C 2.682 2.064 -2.104 0.01 0.65 -0.30
C 2.813 1.237 -3.401 0.09 0.56 0.17
C 3.577 2.042 -4.454 -0.11 -0.17 0.25
S 3.549 1.310 -6.091 0.38 0.50 -0.44
O 4.870 0.913 -6.459 0.09 -0.19 0.17
O 2.797 2.175 -6.934 -0.24 -0.01 0.12
O 2.691 -0.010 -5.881 -0.14 -0.21 0.09
C -1.102 1.338 -1.190 -1.09 0.21 -0.25
C -1.611 2.729 -1.655 0.23 -0.64 -0.28
C -3.145 2.898 -1.651 0.24 0.58 -0.04
C -3.812 2.900 -3.016 0.46 0.27 0.23
N -3.361 3.801 -3.963 0.58 -0.41 -0.09
O -4.751 2.197 -3.233 -1.00 -0.68 -0.23
P -1.731 -0.069 -2.382 0.96 -0.78 0.24
O -1.792 0.706 -3.817 -0.40 0.26 0.20
O -3.288 -0.183 -2.008 -0.01 0.30 -0.08
N -1.758 1.094 0.098 0.44 -0.13 -0.24
H -2.039 -4.838 2.922 0.15 -0.09 -0.01
H -2.908 -5.565 4.300 0.18 -0.09 0.18
H -1.798 -4.192 4.569 0.12 -0.12 0.11
H -4.270 -1.303 3.417 -0.17 0.08 -0.09
H -3.926 -1.140 1.724 0.10 -0.38 -0.33
H -2.227 -0.886 4.111 0.15 -0.15 0.11
H -1.401 -1.830 2.905 0.04 -0.07 -0.22
H -2.879 0.728 2.140 -0.08 0.15 0.16
H -1.345 0.882 3.019 -0.11 0.22 0.03
H -0.719 -1.774 0.809 -0.12 -0.09 0.13
H 0.304 1.401 1.867 -0.04 0.24 -0.19
H 0.766 -0.283 1.848 0.15 0.00 0.01
H 1.797 1.457 0.292 -0.02 0.11 -0.12
H 0.471 -1.672 -1.169 -0.03 -0.04 -0.07
H 1.917 -3.600 -1.362 0.19 -0.10 -0.08
H 5.094 -1.599 0.318 0.05 -0.07 0.03
H 3.746 0.381 0.728 0.08 0.04 -0.02
H 0.639 0.394 -1.981 0.06 -0.23 0.20
H 1.168 3.227 -1.056 -0.01 0.04 0.07
H 0.785 2.752 -2.695 -0.22 0.05 0.03
H 3.222 1.639 -1.262 0.12 -0.14 -0.02
H 3.158 3.028 -2.285 0.17 0.04 0.18
H 1.815 1.079 -3.807 -0.04 -0.46 0.04
H 3.318 0.290 -3.232 -0.20 -0.22 -0.01
H 4.621 2.177 -4.181 0.12 -0.11 -0.06
H 3.134 3.029 -4.563 -0.06 0.05 -0.16
H 3.263 -0.781 -6.016 0.03 0.02 -0.05
H -1.280 2.859 -2.683 0.14 0.25 0.00
H -1.112 3.505 -1.072 -0.08 0.08 0.11
H -3.666 2.142 -1.079 0.04 -0.03 0.14
H -3.360 3.882 -1.231 -0.12 -0.01 0.19
H -2.405 4.107 -3.862 -0.06 0.22 0.00
H -3.540 3.433 -4.889 -0.20 0.34 -0.09
H -1.059 1.320 -3.940 -0.02 -0.04 -0.21
H -3.326 -0.695 -1.186 -0.27 -0.08 -0.07
H -1.883 1.969 0.593 -0.19 -0.03 0.09
C -6.715 3.204 3.987 -0.02 -0.01 -0.01
C -5.384 2.881 4.208 0.06 -0.01 -0.03
C -5.044 1.606 4.641 -0.03 -0.06 -0.07
C -6.036 0.654 4.844 0.08 -0.08 0.02
C -7.366 0.976 4.619 0.00 0.04 -0.01
C -7.705 2.253 4.194 0.02 0.01 -0.01
H -6.982 4.199 3.654 0.00 0.01 0.00
H -4.612 3.623 4.045 -0.01 0.02 0.03
H -4.008 1.345 4.823 0.01 0.05 0.03
H -5.768 -0.340 5.181 -0.03 0.00 0.02
H -8.137 0.234 4.776 0.00 0.00 0.01
H -8.743 2.508 4.023 0.00 0.00 -0.01
C 2.345 -6.395 -0.439 -0.03 -0.01 0.02
C 1.239 -6.644 -1.239 0.03 0.04 0.02
C 0.860 -7.951 -1.514 -0.03 0.00 0.00
C 1.584 -9.007 -0.980 0.00 0.00 0.00
C 2.688 -8.758 -0.177 0.00 0.00 0.00
C 3.071 -7.452 0.092 0.00 -0.01 0.01
H 2.650 -5.379 -0.223 0.05 -0.02 0.01
H 0.667 -5.821 -1.652 -0.01 -0.01 -0.02
H 0.001 -8.146 -2.142 -0.01 0.00 0.00
H 1.287 -10.026 -1.191 0.00 -0.01 0.00
H 3.251 -9.583 0.239 0.01 0.00 0.00
H 3.935 -7.258 0.714 0.00 0.00 0.00
C 5.846 5.261 0.179 0.01 -0.01 -0.01
C 6.882 4.519 0.731 -0.01 0.00 0.00
C 6.604 3.405 1.511 0.02 -0.02 -0.02
C 5.288 3.027 1.734 -0.04 -0.05 -0.04
C 4.253 3.770 1.180 -0.07 -0.13 -0.06
C 4.529 4.888 0.405 -0.04 -0.03 -0.05
H 6.066 6.131 -0.424 0.00 0.01 0.00
H 7.908 4.811 0.554 0.01 0.01 0.01
H 7.413 2.833 1.946 0.01 0.00 0.00
H 5.071 2.158 2.344 0.01 0.03 0.05
H 3.222 3.477 1.359 -0.01 0.07 0.07
H 3.721 5.469 -0.021 0.00 0.02 0.02
```
Forces are in eV/Å.

Its net charge is +1. Its gap between HOMO and LUMO is 8.0 eV. The molar mass is 785.92 g/mol. The lowest unoccupied orbital energy comes out at -3.15 eV.